Entry 1:
118
Properties=species:S:1:pos:R:3:lowdin_spin:R:1 method="wB97M-V/def2-TZVPD" multiplicity=2 orbital_gap_ev="7.5827 / 3.6096" s2=0.76 homo_ev="-10.4 / -10.4" lumo_ev="-2.769 / -6.742" total_energy_ev=-151071.005 charge=+1
H -2.09435 -4.52846 0.65045 0.0000
H -2.39165 4.88291 -1.36774 0.0001
C 0.97720 1.79634 -4.45955 0.0472
F 5.20517 3.90794 2.60297 0.0000
N -2.07964 2.80363 -3.06951 0.2493
N -1.21617 -2.82498 -3.05357 0.0002
H -3.73624 1.57302 -3.47517 0.0036
P -0.80822 -2.73785 -1.34967 0.0000
H -1.36438 -3.88134 2.30007 0.0000
C -0.79950 0.60986 4.66352 0.0000
C -2.88178 -4.04114 0.07549 0.0000
N -2.64034 0.81188 0.78698 0.0000
H 0.64222 0.90971 -3.92123 0.0010
H 2.45859 0.02853 5.34949 0.0000
H 1.39985 -4.70210 0.34047 0.0000
C 4.36865 2.86250 2.49730 0.0000
H -2.42473 4.95313 -3.58477 -0.0001
H 2.06533 1.77655 -4.39892 0.0258
H 3.13748 -2.55735 2.03506 0.0000
N 0.47008 -0.20761 4.62501 0.0000
H -3.86668 -2.20712 -1.97152 0.0000
F 3.38557 -1.30227 -4.25622 0.0000
H 1.01689 4.38509 3.38896 0.0000
H -0.21759 -5.51973 -2.51902 0.0000
H -0.78434 -2.47271 1.46832 0.0000
H 2.41554 -4.04123 2.67539 0.0000
H 1.66317 4.57736 -4.49674 0.0236
F 3.22991 3.13075 3.11831 0.0000
F 4.90294 1.72842 3.03225 0.0000
C 0.69757 4.42622 2.34759 0.0000
H -3.66961 -3.70325 0.74874 0.0000
H -1.85689 -4.56223 -4.00196 0.0000
H -3.21622 -0.88179 -1.15432 0.0001
H 3.32252 -2.48228 5.72445 0.0000
C -2.30994 -3.68396 -3.54207 0.0000
H -4.21948 -1.94123 -0.19949 0.0000
H -2.99621 -4.00815 -2.75974 0.0000
H -2.27051 -2.34982 2.50255 0.0000
C -2.64909 1.49758 -3.45253 0.0165
C 0.86773 5.03509 -1.58948 0.0033
H 1.64234 -2.05691 5.96855 0.0000
H 0.51231 4.10608 -5.69653 0.0083
C 2.31103 -2.66977 5.36410 0.0000
H -3.32485 -4.72033 -0.65286 0.0000
S 3.51795 -0.61943 -1.75237 0.0000
H -3.14791 1.53557 2.77847 0.0000
H -2.83497 -3.24659 -4.39128 0.0000
H -0.51053 -2.52490 5.74129 0.0000
F 2.43282 -2.72588 -2.87089 0.0000
C -1.28407 -2.79732 2.38100 0.0000
O 3.44974 3.74525 0.06230 0.0000
H -2.34048 0.82821 -2.64953 0.0019
C -0.78319 -1.80778 -3.98798 0.0001
H 1.53226 4.60060 -2.33628 0.0017
H -0.97570 -3.94013 4.79911 0.0000
H 2.06013 -3.72885 5.42314 0.0000
O 4.81993 0.07111 -1.81762 0.0000
H -1.61842 4.30648 0.10652 0.0000
O 0.97759 -0.76903 2.03740 0.0000
P 0.80408 -1.33622 3.40848 0.0000
H 3.75552 -3.61319 3.36769 0.0000
C -2.77292 3.93163 -3.73771 0.0152
N -2.43081 -2.85125 -0.70305 0.0000
C 3.48686 -1.98727 -3.12488 0.0000
O -1.35202 3.48037 2.41560 0.0000
H 1.27115 4.88777 -0.58765 0.0001
N 0.06463 -4.11133 -0.99398 0.0000
H -1.13486 0.80289 5.68253 0.0000
H 1.60034 4.45292 1.73736 0.0000
H -4.51658 1.58057 1.60517 0.0000
N -0.24918 3.39453 1.97796 0.0000
N -0.38444 4.38398 -1.64678 -0.0023
H -3.86346 0.00030 2.13000 0.0000
N -0.51331 -2.38206 3.55758 0.0000
H 0.73205 6.08942 -1.83047 0.0003
C 0.64150 4.21807 -4.62002 0.0439
H -0.62376 1.61919 4.29141 0.0000
C -3.47321 -1.92884 -0.99385 0.0001
O -1.54045 0.26811 0.95303 0.0002
H -3.77033 3.92937 -3.29807 0.0074
N 0.41439 3.01149 -3.79169 0.5173
H 2.00620 1.36299 4.19804 0.0000
P -0.55529 2.84965 -2.37704 -0.0015
H -1.56986 -5.43069 -1.35315 0.0000
H -0.58099 -2.28039 -4.94916 0.0000
H -2.74266 3.75275 -4.81250 0.0047
H 1.36381 1.19301 5.86943 0.0000
H -2.12648 1.04501 -4.29524 0.0072
C 1.45697 -4.09066 -0.56007 0.0000
H -1.49149 -0.98438 -4.07971 0.0000
O -0.07658 -1.49093 -0.99156 0.0000
C -1.08308 -2.85814 4.87570 0.0000
O 3.29021 -1.33770 -0.48070 0.0000
H -0.02328 -6.14458 -0.87814 0.0000
C -3.62461 1.04482 1.92993 0.0000
H 0.67490 1.62476 -5.49263 0.0109
C -0.48900 -5.36069 -1.47540 0.0000
N 2.17367 -2.20648 3.96709 0.0000
S 3.91406 2.53680 0.69650 0.0000
H -1.58332 0.07851 4.12371 0.0000
C 1.66363 0.66651 4.96333 0.0000
O -3.05414 1.37472 -0.24118 0.0002
C -1.46375 4.89776 -0.79600 0.0009
C 2.89079 -3.09900 2.94822 0.0000
O 5.13841 2.03692 0.10749 0.0000
O 2.81139 1.51958 0.70395 0.0000
H 2.07988 -4.66833 -1.24299 0.0000
H 1.85830 -3.09880 -0.35208 0.0000
O 0.13024 2.43132 1.33697 0.0000
O 2.35442 0.31598 -1.87217 0.0002
F 4.63790 -2.66317 -3.04332 0.0000
O -0.15856 1.68466 -1.53914 0.0095
Ca 0.99450 0.35637 -0.00120 -0.0001
H -1.27609 5.96384 -0.66802 0.0004
H 0.17715 5.38075 2.26930 0.0000
H -2.12522 -2.53904 4.86066 0.0000
H -0.04828 5.01699 -4.34796 0.0025
H 0.14200 -1.36717 -3.61653 0.0000

***

Entry 2:
43
Properties=species:S:1:pos:R:3:nbo_charge:R:1 method="wB97M-V/def2-TZVPD" orbital_gap_ev=9.3241 homo_ev=-6.9 lumo_ev=2.394 relative_energy_ev=1.148 total_energy_ev=-34671.598 charge=-1
O 16.28200 6.81300 -12.46600 -0.5550
H 12.04200 4.78100 -10.49100 0.4782
N 16.55500 6.45400 -11.30600 0.7333
O 18.48100 7.96800 -9.42300 -0.9195
H 13.56300 5.68700 -12.45400 0.4836
O 14.92700 7.92800 -7.49600 -0.9538
O 18.45900 3.41400 -12.63400 -1.0272
H 18.38400 3.46200 -11.68400 0.4952
O 20.45200 5.44400 -10.92800 -0.9260
O 17.07000 5.23100 -8.35700 -0.9801
H 16.15900 4.37400 -11.33700 0.4615
H 19.68400 5.44900 -11.44400 0.4727
H 15.72700 8.62300 -12.31100 0.4845
H 18.21900 4.17700 -9.75300 0.5022
O 15.74300 6.66000 -10.38100 -0.5802
H 14.40700 7.14000 -7.73900 0.4696
H 18.58600 7.87900 -10.38600 0.4636
O 12.92700 5.01700 -10.74000 -0.9399
O 18.72800 3.37100 -9.94300 -0.9527
H 16.18200 7.03200 -14.51300 0.4919
H 17.68100 8.48600 -9.39100 0.4573
H 18.65900 5.49800 -14.68300 0.4810
H 13.19200 8.46000 -11.27900 0.4762
H 13.99800 7.53600 -10.29300 0.4847
H 18.35000 2.74400 -9.32400 0.4700
H 15.34600 8.29900 -8.29200 0.4867
H 16.64400 5.56300 -9.15600 0.4856
O 15.50100 3.67400 -11.47300 -0.9548
H 16.07300 5.65800 -15.24600 0.4715
H 14.95800 9.89200 -12.55900 0.4580
H 14.16100 5.80300 -13.85300 0.4811
O 13.34400 5.86900 -13.38300 -0.9788
O 18.77100 5.76700 -13.76800 -0.9619
O 13.38700 8.25100 -10.37500 -0.9726
H 18.73000 4.23600 -13.10400 0.4707
O 17.41100 5.61900 -11.10100 -0.5117
H 16.81600 5.86400 -7.70000 0.4716
H 17.96600 5.86900 -13.29200 0.5037
H 14.70900 3.97000 -11.01600 0.4700
O 15.67800 6.54700 -15.17000 -0.9560
H 13.20400 5.49400 -9.95100 0.4742
H 21.00400 6.13000 -11.31300 0.4525
O 15.78300 9.57000 -12.20700 -0.9606